# 1
{"formula": "C4H10O", "method": "wB97M-V/def2-TZVPD", "total_charge": 0, "homo_ev": -8.40, "orbital_gap_ev": 9.5, "max_force_ha_per_bohr": 0.011, "lumo_ev": 1.09, "elements": ["C", "O", "C", "C", "C", "H", "H", "H", "H", "H", "H", "H", "H", "H", "H"], "coordinates": [[2.0108, -0.5094, -0.5911], [0.6456, -0.9166, -0.7615], [-0.1665, 0.0208, -1.1822], [-1.5280, -0.6049, -1.3069], [-0.4664, 1.0893, 1.9160], [2.4768, -1.2427, 0.0689], [2.0438, 0.4901, -0.1546], [2.5084, -0.5097, -1.5632], [-0.3141, 1.4548, 0.8961], [-1.5947, -1.6449, -0.9620], [-1.8222, -0.5446, -2.3627], [-2.2419, 0.0243, -0.7621], [-1.4194, 1.4596, 2.3012], [0.3443, 1.4380, 2.5608], [-0.4768, -0.0039, 1.9032]], "forces_ev_per_angstrom": [[0.319, 0.038, 0.047], [-0.286, 0.325, -0.145], [-0.089, -0.545, 0.010], [0.009, 0.075, 0.020], [0.003, -0.001, -0.002], [-0.053, 0.105, -0.077], [-0.008, -0.135, -0.067], [-0.065, -0.006, 0.132], [-0.018, -0.015, 0.193], [0.051, 0.135, -0.032], [0.050, 0.042, 0.124], [0.082, -0.063, -0.094], [0.126, -0.055, -0.047], [-0.112, -0.045, -0.094], [-0.009, 0.146, 0.031]], "lowdin_charge": [-0.07, -0.16, -0.13, -0.12, -0.05, 0.09, 0.08, 0.09, 0.00, 0.07, 0.07, 0.07, 0.02, 0.02, 0.02]}


# 2
{"formula": "H12NiO6", "method": "wB97M-V/def2-TZVPD", "total_charge": 2, "homo_ev": [-20.20, -20.23], "orbital_gap_ev": [12.9, 12.2], "spin_multiplicity": 3, "max_force_ha_per_bohr": 0.041, "lumo_ev": [-7.29, -8.03], "elements": ["Ni", "O", "H", "H", "O", "H", "H", "O", "H", "H", "O", "H", "H", "O", "H", "H", "O", "H", "H"], "coordinates": [[0.0468, -0.1279, -0.1418], [1.0008, 1.6201, -0.4148], [1.8048, 1.8391, 0.0802], [0.7698, 2.3431, -0.9848], [1.8158, -1.0049, 0.2012], [2.5278, -1.1019, -0.4528], [2.3788, -0.9519, 0.9622], [-1.0502, -1.9019, 0.3882], [-1.1352, -2.1589, 1.2882], [-1.9772, -1.9919, 0.1442], [-1.7782, 0.7681, -0.2948], [-2.3922, 0.0821, -0.5978], [-2.2622, 1.3011, 0.3932], [0.0668, 0.2261, 2.0402], [-0.4582, 0.2371, 2.8672], [0.5098, 1.0471, 2.2272], [0.0878, -0.1769, -2.2538], [0.8238, -0.0959, -2.8498], [-0.7792, 0.0491, -2.6008]], "forces_ev_per_angstrom": [[-0.305, -0.171, 0.537], [0.666, -0.344, 0.969], [-0.132, 0.212, -0.334], [-0.184, 0.730, -0.489], [0.989, -0.252, -1.032], [-0.574, -0.189, -0.651], [-0.088, 0.038, 1.616], [-0.268, 0.569, -1.233], [0.696, -0.484, 1.721], [-0.165, -0.194, -0.740], [-0.823, 0.344, 0.451], [-0.333, 0.494, 0.094], [0.664, -0.653, -0.891], [-0.461, 0.208, 0.793], [-0.316, -0.916, -0.558], [0.923, 0.870, -0.343], [-0.756, -0.530, 1.868], [0.111, 0.151, -0.846], [0.355, 0.116, -0.932]], "lowdin_charge": [0.68, 0.00, 0.12, 0.11, 0.01, 0.13, 0.10, 0.02, 0.08, 0.10, -0.02, 0.10, 0.15, -0.01, 0.13, 0.08, 0.02, 0.11, 0.10]}


# 3
{"formula": "C6H12N2O2", "method": "wB97M-V/def2-TZVPD", "total_charge": 0, "homo_ev": [-6.03, -7.03], "orbital_gap_ev": [6.2, 7.8], "max_force_ha_per_bohr": 0.034, "lumo_ev": [0.14, 0.78], "elements": ["C", "C", "C", "C", "C", "C", "N", "N", "O", "O", "H", "H", "H", "H", "H", "H", "H", "H", "H", "H", "H", "H"], "coordinates": [[-1.1727, -0.5127, 1.5800], [-0.8696, -0.1376, 0.3749], [1.0264, -1.8723, -0.1492], [-1.2517, 0.0906, -1.9843], [-1.1714, 2.0615, -0.5316], [1.9266, -0.8675, 0.2311], [-1.1740, 0.6238, -0.6467], [2.3204, -0.6813, 1.5485], [0.6313, -2.1517, -1.2861], [0.7047, -2.7349, 0.9085], [-2.1415, -0.3233, 2.0345], [-0.4857, -1.1113, 2.1563], [-1.0565, -0.9791, -1.9633], [-2.2432, 0.2932, -2.3946], [-0.5006, 0.5535, -2.6273], [-2.0594, 2.4605, -1.0229], [-1.1762, 2.3512, 0.5172], [-0.2869, 2.4878, -1.0134], [2.2498, -0.1391, -0.4913], [2.2050, -1.5190, 2.1015], [0.1449, -3.4221, 0.5282], [3.2301, -0.2581, 1.6594]], "forces_ev_per_angstrom": [[-0.442, 0.008, 0.386], [1.298, -0.479, 0.018], [-0.729, -1.537, -0.422], [-0.083, -0.296, -0.307], [-0.062, 0.271, 0.117], [-0.358, 0.958, 0.698], [-0.475, 0.349, -0.015], [0.131, -0.392, -0.351], [0.347, 0.116, 0.366], [0.434, 0.481, -0.208], [-0.160, 0.146, -0.012], [0.154, -0.008, 0.101], [-0.054, 0.108, -0.011], [-0.014, 0.038, -0.091], [0.065, 0.035, -0.032], [-0.029, 0.111, -0.010], [-0.023, -0.029, -0.057], [0.038, 0.021, -0.039], [0.026, -0.034, -0.175], [0.044, 0.056, 0.140], [-0.019, 0.058, -0.148], [-0.087, 0.021, 0.054]], "lowdin_charge": [0.03, -0.13, -0.60, -0.05, -0.05, -0.10, -0.22, 0.07, -0.02, 0.02, 0.06, 0.04, 0.07, 0.09, 0.09, 0.09, 0.09, 0.09, 0.12, 0.08, 0.11, 0.09]}


no.,total energy (eV)
1,-6354.734
2,-53507.867
3,-13488.077